This record from OMol25 describes a gas-phase ion, C27H25F3NO9S3 (charge -1) at a distorted geometry. The level of theory is ωB97M-V/def2-TZVPD.

Charge ... -1
Energy ... -88976.63670 eV
Spin multiplicity ... 1
Energy above the lowest of the compared OMol25 structures with the same formula, charge and spin ... 83.9 kcal/mol
LUMO ... 2.3 eV

CARTESIAN COORDINATES (ANGSTROEM)
C  5.72  2.19  -0.73
C  5.22  0.81  -1.11
O  3.85  0.57  -0.76
C  3.45  -0.66  -1.12
C  1.94  -0.92  -1.05
C  1.30  -0.09  -2.16
C  -0.15  -0.33  -2.50
C  -0.97  -1.29  -1.91
C  -2.34  -1.39  -2.22
C  -2.89  -0.50  -3.14
C  -2.09  0.45  -3.78
C  -0.72  0.51  -3.50
O  1.88  0.85  -2.71
C  1.82  -2.37  -1.41
O  1.09  -2.91  -2.24
O  2.68  -3.18  -0.74
C  3.05  -4.24  -1.66
C  4.33  -4.88  -1.22
O  4.32  -1.42  -1.54
H  6.74  2.29  -1.15
H  5.12  3.00  -1.16
H  5.82  2.35  0.35
H  5.28  0.70  -2.20
H  5.81  0.03  -0.61
H  -0.55  -2.01  -1.24
H  -2.94  -2.18  -1.78
H  -3.97  -0.56  -3.33
H  -2.51  1.11  -4.54
H  -0.07  1.20  -4.03
H  2.21  -4.93  -1.67
H  3.20  -3.83  -2.67
H  4.52  -5.68  -1.94
H  5.16  -4.17  -1.23
H  4.24  -5.33  -0.22
F  0.44  3.03  3.48
C  -0.66  2.26  3.40
F  -1.37  2.39  4.53
F  -1.43  2.71  2.35
S  -0.17  0.53  3.06
N  -1.80  -0.08  2.42
S  -3.30  -0.45  3.24
C  -4.45  0.80  2.74
C  -5.16  1.47  3.75
C  -6.19  2.35  3.39
C  -6.48  2.54  2.03
C  -5.75  1.87  1.03
C  -4.73  0.98  1.40
O  -3.71  -1.73  2.71
O  -3.17  -0.20  4.64
S  -1.46  -0.93  0.97
C  -0.10  0.06  0.47
C  -0.32  1.39  0.06
C  0.73  2.31  0.13
C  1.97  1.92  0.60
C  2.25  0.60  0.87
C  1.27  -0.42  0.60
O  -0.94  -2.23  1.24
O  -2.57  -0.75  0.09
H  -4.89  1.31  4.79
H  -6.72  2.86  4.18
H  -7.28  3.22  1.75
H  -5.95  2.03  -0.03
H  -4.16  0.45  0.66
H  -1.31  1.65  -0.30
H  0.55  3.35  -0.19
H  2.74  2.67  0.75
H  3.20  0.25  1.27
H  1.41  -1.46  0.85

This record from OMol25 describes 4 unconnected molecules or ions with the total composition C27H25F4N3O2 at a distorted geometry. The level of theory is ωB97M-V/def2-TZVPD.

Energy ... -47836.58923 eV
Spin multiplicity ... 1
Energy above the lowest of the compared OMol25 structures with the same formula, charge and spin ... 0.0 kcal/mol
Structure (SMILES) ... N#CO[C@](C#N)([C@H](C#N)CCO)C(F)(F)C(F)F.c1ccccc1.c1ccccc1.c1ccccc1
LUMO ... -0.2 eV

CARTESIAN COORDINATES (ANGSTROEM)
N  -1.46  -3.94  -0.83
C  -1.94  -2.93  -0.57
O  -2.32  -1.70  -0.31
C  -3.15  -1.11  -1.34
C  -4.21  -2.09  -1.70
N  -5.07  -2.77  -2.03
C  -2.32  -0.72  -2.60
C  -2.38  -1.79  -3.62
N  -2.50  -2.65  -4.37
C  -0.81  -0.45  -2.30
C  -0.55  0.60  -1.22
O  0.81  1.00  -1.31
C  -3.84  0.13  -0.66
F  -3.06  0.47  0.39
F  -3.88  1.18  -1.48
C  -5.27  -0.13  -0.10
F  -5.52  0.87  0.78
F  -6.15  -0.03  -1.10
H  -2.71  0.17  -3.09
H  -0.41  -0.03  -3.23
H  -0.27  -1.37  -2.09
H  -0.74  0.20  -0.22
H  -1.22  1.45  -1.36
H  1.28  0.65  -0.55
H  -5.36  -1.07  0.43
C  -1.34  2.09  3.81
C  -0.33  2.27  4.74
C  0.63  1.28  4.93
C  0.57  0.11  4.18
C  -0.45  -0.08  3.26
C  -1.40  0.91  3.07
H  -2.08  2.86  3.65
H  -0.28  3.18  5.32
H  1.42  1.42  5.65
H  1.32  -0.66  4.33
H  -0.49  -0.99  2.68
H  -2.19  0.77  2.34
C  2.87  4.40  3.53
C  2.16  3.69  2.57
C  2.51  3.78  1.23
C  3.57  4.58  0.84
C  4.29  5.30  1.80
C  3.94  5.20  3.14
H  2.60  4.33  4.57
H  1.32  3.07  2.87
H  1.95  3.23  0.49
H  3.85  4.65  -0.20
H  5.11  5.92  1.50
H  4.49  5.76  3.88
C  2.75  -4.69  -2.03
C  1.42  -4.41  -2.32
C  1.06  -4.01  -3.59
C  2.02  -3.88  -4.58
C  3.35  -4.15  -4.29
C  3.72  -4.56  -3.02
H  3.03  -5.02  -1.03
H  0.66  -4.51  -1.55
H  0.02  -3.80  -3.82
H  1.74  -3.56  -5.58
H  4.11  -4.04  -5.06
H  4.75  -4.78  -2.79

This record from OMol25 describes a molecular structure, C27H25IrN5O3S2. The level of theory is ωB97M-V/def2-TZVPD.

Charge ... +2
Energy ... -66495.89396 eV
Spin multiplicity ... 2
Energy above the lowest of the compared OMol25 structures with the same formula, charge and spin ... 11.6 kcal/mol
LUMO (alpha / beta) ... -5.7 / -7.7 eV

CARTESIAN COORDINATES (ANGSTROEM)
Ir  -0.38  0.00  0.34
O  3.16  1.99  0.55
C  2.06  1.57  0.31
N  1.32  0.72  1.13
C  1.70  0.23  2.33
C  2.86  0.55  3.07
C  3.14  -0.15  4.20
C  2.29  -1.20  4.65
C  1.15  -1.52  3.98
C  0.80  -0.78  2.83
N  -0.34  -1.02  2.11
C  -0.61  -2.38  1.79
O  -1.38  -3.10  2.33
C  0.21  -2.77  0.58
C  0.62  -4.06  0.33
C  1.43  -4.29  -0.78
C  1.78  -3.23  -1.59
C  1.30  -1.96  -1.29
N  0.54  -1.74  -0.22
C  1.31  1.95  -0.94
C  1.81  2.95  -1.74
C  1.06  3.37  -2.84
C  -0.16  2.76  -3.09
C  -0.59  1.75  -2.25
N  0.13  1.33  -1.20
H  3.52  1.33  2.71
H  4.03  0.08  4.77
H  2.56  -1.75  5.55
H  0.48  -2.29  4.34
H  0.32  -4.86  1.00
H  1.79  -5.29  -1.00
H  2.40  -3.36  -2.46
H  1.52  -1.10  -1.92
H  2.76  3.40  -1.49
H  1.43  4.15  -3.49
H  -0.78  3.06  -3.92
H  -1.53  1.24  -2.42
O  -1.35  1.73  0.97
S  -1.98  1.81  2.39
C  -3.11  3.22  2.19
C  -2.54  4.39  2.99
C  -1.02  4.21  3.01
C  -0.81  2.75  3.38
H  -4.11  2.91  2.48
H  -3.09  3.39  1.11
H  -2.93  4.38  4.01
H  -2.84  5.34  2.54
H  -0.54  4.87  3.72
H  -0.60  4.41  2.02
H  -1.07  2.55  4.42
H  0.18  2.35  3.19
S  -2.40  -0.59  -0.84
C  -3.54  -1.72  -0.21
N  -3.75  -1.89  1.11
C  -4.67  -2.74  1.63
C  -5.47  -3.46  0.80
C  -5.31  -3.31  -0.58
C  -4.35  -2.46  -1.08
H  -3.16  -1.38  1.75
H  -4.70  -2.79  2.71
H  -6.21  -4.13  1.22
H  -5.93  -3.87  -1.26
H  -4.20  -2.34  -2.15

This record from OMol25 describes a molecular structure, C27H25MnN6O4S5Se. The level of theory is ωB97M-V/def2-TZVPD.

Charge ... -1
Energy ... -196379.14890 eV
Spin multiplicity ... 6
Energy above the lowest of the compared OMol25 structures with the same formula, charge and spin ... 76.4 kcal/mol
LUMO (alpha / beta) ... 1.7 / 0.8 eV

CARTESIAN COORDINATES (ANGSTROEM)
Mn  1.12  0.55  0.59
O  -1.87  4.09  -2.25
C  -0.61  4.35  -2.64
C  -0.43  5.36  -3.59
C  0.83  5.67  -4.04
C  1.95  5.00  -3.56
C  1.77  4.00  -2.62
C  0.51  3.67  -2.14
C  0.42  2.59  -1.11
O  1.50  2.04  -0.72
N  -0.80  2.29  -0.68
N  -0.72  1.26  0.25
C  -1.80  0.83  0.75
C  -1.85  -0.32  1.72
C  -3.31  -0.54  2.26
C  -3.44  -0.66  3.74
C  -2.36  -0.68  4.53
C  -1.00  -0.55  4.06
C  -0.70  -0.32  2.75
O  0.50  -0.13  2.34
H  -1.82  3.33  -1.60
H  -1.31  5.87  -3.96
H  0.95  6.46  -4.78
H  2.94  5.25  -3.92
H  2.62  3.45  -2.22
H  -2.75  1.26  0.44
H  -3.97  0.25  1.89
H  -4.44  -0.74  4.15
H  -2.51  -0.78  5.60
H  -0.18  -0.56  4.76
C  -6.57  -0.05  -0.53
S  -4.83  -0.54  -0.70
C  -4.72  -1.82  0.47
C  -3.63  -1.87  1.49
S  -1.94  -1.92  0.78
S  -4.01  -3.28  2.60
C  -5.13  -4.13  1.61
S  -5.82  -5.55  2.03
S  -5.62  -3.26  0.19
H  -6.80  0.58  -1.39
H  -6.73  0.51  0.38
H  -7.22  -0.92  -0.55
Se  5.25  -0.59  -1.97
N  6.29  -0.37  -0.51
C  5.45  -0.10  0.49
C  5.83  0.14  1.82
C  4.84  0.40  2.76
C  3.51  0.43  2.38
N  3.09  0.23  1.12
C  4.02  -0.05  0.16
N  3.69  -0.31  -1.09
H  6.88  0.12  2.09
H  5.09  0.58  3.80
H  2.72  0.60  3.10
C  2.66  -3.80  -1.92
N  1.85  -3.03  -0.99
C  1.96  -3.28  0.45
C  1.17  -1.94  -1.35
C  1.09  -1.53  -2.79
O  0.59  -1.26  -0.49
H  3.24  -4.52  -1.36
H  3.36  -3.16  -2.46
H  2.04  -4.35  -2.63
H  2.43  -4.26  0.60
H  0.98  -3.27  0.91
H  2.57  -2.51  0.93
H  1.38  -2.31  -3.50
H  1.76  -0.68  -2.90
H  0.08  -1.20  -2.99

This record from OMol25 describes C27H25N3O4S in the gas phase at a distorted geometry. The level of theory is ωB97M-V/def2-TZVPD.

Energy ... -51900.61733 eV
Spin multiplicity ... 1
Energy above the lowest of the compared OMol25 structures with the same formula, charge and spin ... 8.1 kcal/mol
Structure (SMILES) ... COc1ccccc1N(Cc1ccccc1)S(=O)(=O)c1cccc(C(=O)Nc2cccc(C)n2)c1
LUMO ... 0.2 eV

CARTESIAN COORDINATES (ANGSTROEM)
C  -1.15  0.83  2.70
O  -1.34  0.69  1.32
C  -0.33  1.03  0.47
C  0.88  1.57  0.87
C  1.86  1.85  -0.07
C  1.64  1.62  -1.41
C  0.43  1.08  -1.82
C  -0.56  0.78  -0.90
N  -1.72  0.10  -1.29
C  -3.04  0.71  -1.17
C  -3.27  1.63  -2.34
C  -3.85  1.14  -3.50
C  -3.99  1.95  -4.61
C  -3.54  3.26  -4.57
C  -2.95  3.75  -3.42
C  -2.82  2.94  -2.31
S  -1.56  -1.16  -2.37
O  -1.20  -0.74  -3.70
O  -2.74  -1.97  -2.24
C  -0.12  -1.93  -1.63
C  0.99  -2.21  -2.40
C  2.18  -2.57  -1.77
C  2.26  -2.56  -0.39
C  1.14  -2.27  0.38
C  1.19  -2.12  1.86
O  0.40  -2.63  2.62
N  2.21  -1.28  2.24
C  2.49  -0.77  3.50
C  1.88  -1.21  4.67
C  2.26  -0.59  5.85
C  3.22  0.41  5.83
C  3.77  0.77  4.61
C  4.81  1.84  4.51
N  3.40  0.19  3.47
C  -0.07  -2.01  -0.25
H  -0.31  0.21  3.06
H  -2.07  0.48  3.16
H  -0.97  1.87  2.98
H  1.08  1.75  1.91
H  2.81  2.26  0.27
H  2.40  1.84  -2.14
H  0.24  0.88  -2.86
H  -3.75  -0.11  -1.16
H  -3.08  1.25  -0.21
H  -4.18  0.11  -3.53
H  -4.44  1.56  -5.51
H  -3.64  3.89  -5.44
H  -2.60  4.77  -3.39
H  -2.35  3.32  -1.41
H  0.92  -2.12  -3.47
H  3.05  -2.82  -2.36
H  3.20  -2.79  0.09
H  2.76  -0.85  1.51
H  1.14  -1.99  4.65
H  1.81  -0.90  6.79
H  3.53  0.90  6.74
H  4.45  2.77  4.96
H  5.06  2.02  3.47
H  5.71  1.54  5.04
H  -0.96  -1.80  0.33

This record from OMol25 describes a molecular structure, C27H25N4PdS at a distorted geometry. The level of theory is ωB97M-V/def2-TZVPD.

Charge ... -1
Energy ... -48677.27948 eV
Spin multiplicity ... 1
LUMO (alpha / beta) ... 2.7 / 2.7 eV

CARTESIAN COORDINATES (ANGSTROEM)
Pd  -0.44  -1.82  -0.03
C  5.66  -1.38  0.49
C  4.33  -1.74  -0.27
C  4.55  -2.15  -1.76
C  3.63  -2.93  0.46
C  3.35  -0.53  -0.35
C  3.76  0.83  -0.17
C  2.82  1.86  -0.03
C  1.47  1.67  -0.30
S  0.58  3.11  0.13
C  -1.32  0.63  -1.11
N  -0.17  -0.12  -1.00
C  1.08  0.36  -0.64
C  2.02  -0.68  -0.63
C  -3.35  1.34  -0.06
C  -4.42  1.73  0.72
C  -5.70  1.76  0.16
C  -5.93  1.22  -1.09
C  -4.87  0.59  -1.81
C  -3.59  0.73  -1.30
H  6.38  -2.21  0.53
H  5.41  -1.08  1.54
H  6.07  -0.46  0.06
H  5.18  -3.07  -1.85
H  5.11  -1.30  -2.23
H  3.63  -2.30  -2.25
H  4.38  -3.66  0.79
H  2.91  -3.37  -0.24
H  3.13  -2.55  1.38
H  4.77  1.14  -0.08
H  3.05  2.93  0.23
H  1.59  -1.67  -0.77
H  -4.25  2.15  1.70
H  -6.50  2.37  0.64
H  -6.93  1.32  -1.52
H  -5.07  0.07  -2.74
N  -1.41  0.98  1.37
C  -1.42  -0.26  1.89
C  -0.92  -0.60  3.12
C  -0.75  -1.92  3.50
C  -1.30  -2.94  2.72
C  -1.78  -2.59  1.47
N  -2.00  -1.26  1.15
C  -1.83  1.42  0.08
C  -1.27  2.81  -0.15
C  -1.70  3.38  -1.46
C  -1.83  2.59  -2.57
C  -1.54  1.18  -2.51
N  -2.43  0.20  -1.94
H  -0.92  1.72  1.98
H  -0.67  0.23  3.79
H  -0.30  -2.19  4.43
H  -1.23  -3.99  3.03
H  -2.44  -3.21  0.89
H  -1.59  3.52  0.66
H  -1.90  4.46  -1.43
H  -2.25  3.00  -3.47
H  -0.86  0.64  -3.17